1.
Entry from the Open Molecules 2025 dataset: a molecular structure, C36H46N8OReS (wB97M-V/def2-TZVPD).

Positions of all 93 atoms, in Å:
Re1 0.523 0.834 0.800
C1 2.393 3.248 -1.623
C2 3.264 2.427 -0.668
C3 3.195 0.918 -0.818
N1 2.012 0.175 -0.310
C4 2.011 -1.190 -0.649
C5 3.002 -1.767 -1.414
C6 3.159 -3.078 -1.901
C7 2.341 -4.168 -1.782
C8 1.133 -4.225 -1.077
C9 0.543 -3.253 -0.311
C10 0.924 -1.920 -0.047
N2 0.234 -1.181 0.823
C11 -0.644 -1.830 1.795
C12 -0.859 -0.942 3.010
C13 0.415 -0.292 3.538
N3 0.799 0.851 2.684
C14 1.373 1.982 3.267
C15 1.999 1.896 4.483
C16 2.597 2.892 5.282
C17 2.590 4.244 5.105
C18 1.993 4.948 4.043
C19 1.426 4.481 2.889
C20 1.265 3.150 2.415
N4 0.912 2.867 1.167
C21 0.760 3.944 0.182
C22 0.926 3.438 -1.240
H1 2.840 4.241 -1.712
H2 2.450 2.803 -2.620
H3 4.304 2.657 -0.913
H4 3.144 2.734 0.371
H5 3.281 0.711 -1.886
H6 4.078 0.493 -0.333
H7 3.818 -1.123 -1.698
H8 4.065 -3.228 -2.475
H9 2.653 -5.076 -2.282
H10 0.594 -5.165 -1.132
H11 -0.390 -3.541 0.157
H12 -1.597 -2.037 1.304
H13 -0.197 -2.775 2.120
H14 -1.586 -0.156 2.792
H15 -1.291 -1.559 3.800
H16 0.217 0.083 4.542
H17 1.233 -1.015 3.598
H18 2.073 0.897 4.894
H19 3.091 2.522 6.172
H20 3.063 4.846 5.870
H21 2.007 6.027 4.144
H22 1.044 5.247 2.230
H23 -0.220 4.417 0.318
H24 1.511 4.720 0.351
H25 0.358 2.514 -1.390
H26 0.486 4.179 -1.911
C23 -4.507 1.887 -1.186
N5 -3.467 2.502 -0.337
C24 -3.646 3.908 0.065
C25 -2.394 1.878 -0.002
N6 -1.382 1.397 0.319
H27 -5.441 1.840 -0.630
H28 -4.205 0.883 -1.468
H29 -4.632 2.508 -2.071
H30 -4.604 4.004 0.571
H31 -3.633 4.543 -0.819
H32 -2.851 4.202 0.744
C26 -8.227 -3.807 -0.942
C27 -7.711 -3.177 0.350
C28 -6.413 -2.401 0.176
N7 -5.351 -3.324 -0.223
C29 -4.102 -2.982 -0.460
S1 -3.489 -1.412 -0.322
N8 -3.183 -3.952 -0.835
C30 -3.211 -5.334 -1.098
O1 -2.202 -5.824 -1.542
C31 -4.436 -6.135 -0.796
C32 -4.839 -6.342 0.521
C33 -5.952 -7.127 0.784
C34 -6.663 -7.697 -0.267
C35 -6.252 -7.498 -1.578
C36 -5.132 -6.723 -1.846
H33 -9.170 -4.325 -0.770
H34 -7.529 -4.540 -1.354
H35 -8.398 -3.045 -1.705
H36 -7.570 -3.946 1.115
H37 -8.454 -2.484 0.747
H38 -6.121 -1.904 1.102
H39 -6.517 -1.631 -0.591
H40 -5.608 -4.297 -0.316
H41 -2.294 -3.545 -1.089
H42 -4.280 -5.897 1.336
H43 -6.260 -7.301 1.806
H44 -7.533 -8.307 -0.061
H45 -6.798 -7.954 -2.394
H46 -4.792 -6.580 -2.864

Output
- Energy relative to the best compared isomer or geometry (same formula, charge and spin): 5.5 kcal per mole
- Spin multiplicity: 2
- Net charge: +2
- Frontier orbital gap (spin up / spin down): 6.6 / 6.5 eV
- HOMO level (spin up / spin down): -12.40 / -12.79 eV

2.
Entry from the Open Molecules 2025 dataset: a molecular structure, C36H47As2BrN5O12S2Y in a non-equilibrium geometry (wB97M-V/def2-TZVPD).

Positions of all 106 atoms, in Å:
Y1 -0.456 -0.003 1.198
O1 -0.539 5.120 -1.559
C1 -1.769 4.564 -1.742
C2 -2.669 5.252 -2.548
C3 -3.945 4.754 -2.741
C4 -4.340 3.575 -2.122
C5 -3.435 2.883 -1.334
C6 -2.144 3.356 -1.151
C7 -1.132 2.547 -0.363
O2 -1.523 1.304 -0.023
N1 -0.747 3.373 0.820
N2 -0.140 2.725 1.830
C8 -0.050 3.310 2.960
C9 0.583 2.698 4.110
Br1 0.641 0.781 3.992
C10 0.972 3.369 5.196
C11 1.619 2.841 6.405
C12 2.678 1.933 6.339
C13 3.258 1.438 7.494
C14 2.797 1.846 8.738
C15 1.769 2.774 8.816
C16 1.194 3.276 7.660
H1 -0.046 4.621 -0.894
H2 -2.342 6.177 -3.006
H3 -4.636 5.294 -3.376
H4 -5.343 3.193 -2.260
H5 -3.706 1.955 -0.848
H6 -0.209 2.515 -0.975
H7 -1.416 4.088 1.084
H8 -0.465 4.309 3.103
H9 0.763 4.436 5.195
H10 3.065 1.636 5.374
H11 4.073 0.728 7.425
H12 3.244 1.452 9.641
H13 1.412 3.105 9.782
H14 0.393 4.003 7.731
O3 -4.148 -0.954 2.879
As1 -3.341 0.120 1.700
O4 -2.020 0.576 2.589
O5 -2.360 -1.362 0.739
C17 -2.617 -2.662 0.983
C18 -3.881 -3.217 0.785
C19 -4.082 -4.570 0.989
C20 -3.040 -5.404 1.381
C21 -1.779 -4.869 1.577
C22 -1.579 -3.513 1.384
S1 0.008 -2.770 1.585
O6 0.974 -3.748 1.987
O7 -0.183 -1.670 2.567
O8 0.302 -2.123 0.286
H15 -3.543 -1.099 3.624
H16 -4.691 -2.563 0.489
H17 -5.071 -4.985 0.839
H18 -3.214 -6.460 1.535
H19 -0.933 -5.471 1.884
C23 3.209 -0.953 -1.745
C24 3.343 -1.165 -0.243
As2 2.262 -0.050 0.990
C25 3.122 1.736 0.748
C26 4.645 1.796 0.735
C27 3.226 -0.626 2.644
C28 4.533 -1.404 2.512
H20 3.909 -1.609 -2.266
H21 3.443 0.074 -2.032
H22 2.205 -1.198 -2.081
H23 4.381 -1.023 0.050
H24 3.050 -2.185 0.012
H25 2.723 2.350 1.559
H26 2.720 2.151 -0.181
H27 5.060 1.419 1.671
H28 4.978 2.827 0.613
H29 5.057 1.211 -0.089
H30 2.513 -1.234 3.200
H31 3.400 0.283 3.220
H32 4.379 -2.360 2.014
H33 4.917 -1.610 3.513
H34 5.297 -0.841 1.976
C29 -2.506 -5.259 -6.582
C30 -1.885 -4.221 -5.657
S2 -0.961 -3.059 -6.687
O9 -1.907 -2.266 -7.426
O10 0.055 -3.792 -7.390
C31 -0.130 -1.984 -5.491
C32 -1.029 -0.828 -5.063
N3 -0.502 -0.203 -3.855
C33 -0.705 -0.665 -2.596
N4 0.045 -0.015 -1.708
C34 0.775 0.873 -2.420
C35 0.466 0.780 -3.749
N5 1.042 1.522 -4.809
O11 1.894 2.338 -4.501
O12 0.666 1.312 -5.955
C36 -1.675 -1.740 -2.280
H35 -3.086 -5.984 -6.014
H36 -1.724 -5.784 -7.129
H37 -3.161 -4.772 -7.305
H38 -1.176 -4.662 -4.957
H39 -2.641 -3.641 -5.127
H40 0.772 -1.633 -5.993
H41 0.151 -2.622 -4.651
H42 -2.042 -1.171 -4.861
H43 -1.082 -0.095 -5.855
H44 1.513 1.516 -1.973
H45 -1.915 -2.354 -3.145
H46 -2.592 -1.297 -1.891
H47 -1.246 -2.364 -1.503

Output
- Energy relative to the best compared isomer or geometry (same formula, charge and spin): 34.0 kcal per mole
- Frontier orbital gap: 8.0 eV
- HOMO level: -8.52 eV